A molecular structure, C27H42Cl3N4O3RhSi. Source: the OMol25 dataset; level of theory: ωB97M-V/def2-TZVPD.

Relative energy (zero: lowest compared OMol25 entry of this formula, charge and spin) ... 0.000 eV
F_max ... 2.131 eV Å⁻¹
HOMO energy (spin up / spin down) ... -7.040 / -8.483 eV
Multiplicity ... 5
<S²> ... 6.010

```
81
Properties=species:S:1:pos:R:3:forces:R:3
C 2.767 -2.202 -3.591 0.25 -0.12 0.02
C 2.006 -1.597 -4.727 -0.40 0.16 -0.61
H 2.857 -3.284 -3.722 0.08 0.19 0.18
H 2.269 -1.999 -2.633 0.10 -0.03 -0.23
H 3.784 -1.777 -3.544 -0.25 -0.14 0.08
C 1.826 -2.186 -5.914 0.13 0.43 0.52
C 2.455 -3.477 -6.314 -0.17 -0.56 -0.42
H 1.192 -1.711 -6.667 0.36 0.07 0.23
H 2.444 -4.235 -5.523 0.00 0.15 -0.13
H 3.497 -3.358 -6.641 -0.20 0.07 0.10
H 1.897 -3.874 -7.169 0.20 -0.16 0.12
Rh 0.271 -0.179 3.828 1.24 -0.30 -0.11
Cl 2.012 1.150 4.481 0.81 1.05 0.43
Cl 1.344 -0.947 1.902 0.40 -0.39 -0.99
C 0.056 2.123 2.143 -1.08 -0.68 0.20
O -0.739 1.311 2.695 0.55 1.73 -1.11
N -0.394 3.060 1.322 0.06 0.18 -0.06
C -1.814 3.118 1.010 -0.13 0.20 -0.28
C 0.484 4.062 0.724 0.05 -0.22 0.00
H 1.136 2.068 2.327 -0.20 0.18 -0.10
H -2.374 2.516 1.729 0.17 0.15 -0.18
H -1.998 2.741 -0.008 0.05 0.05 0.28
H -2.142 4.163 1.048 0.01 -0.18 0.05
H 1.488 3.939 1.149 -0.26 0.10 -0.18
H 0.104 5.066 0.955 0.15 -0.23 -0.04
H 0.529 3.936 -0.368 -0.01 0.05 0.32
H 0.506 -4.826 2.531 -0.22 0.16 0.20
H -0.372 -3.004 0.708 -0.25 0.02 0.15
C -0.468 -4.727 3.031 -0.36 -0.27 -0.06
C -1.319 -3.283 1.193 0.29 -0.08 -0.23
N -1.125 -3.499 2.617 -0.14 0.50 0.13
H -0.324 -4.710 4.113 0.07 -0.03 -0.17
C -1.318 -2.508 3.484 -0.04 0.29 -0.15
O -1.504 -1.302 3.157 -1.00 -1.70 -0.01
H -2.059 -2.494 1.039 0.22 -0.12 0.03
H -1.272 -2.805 4.546 -0.07 0.08 -0.45
H -1.096 -5.582 2.748 0.19 0.09 0.11
H -1.675 -4.224 0.758 -0.01 0.19 0.05
O 0.204 -0.476 -3.675 -0.17 0.13 -0.42
C 1.402 -0.236 -4.419 -0.47 0.15 0.37
C 0.051 0.652 -6.431 0.25 0.23 -0.02
C 1.214 0.652 -5.654 0.22 -0.20 0.18
H -0.803 0.037 -6.128 0.32 0.30 -0.08
C 0.008 1.424 -7.603 0.15 -0.07 0.16
H 2.126 0.271 -3.756 -0.12 0.06 -0.16
C 2.327 1.409 -6.055 -0.42 -0.19 -0.14
H -0.903 1.437 -8.202 0.25 -0.01 0.12
C 1.126 2.158 -8.014 -0.07 -0.13 0.11
C 2.291 2.143 -7.239 -0.12 -0.07 0.08
H 3.228 1.372 -5.436 -0.23 0.10 -0.25
H 1.097 2.731 -8.945 -0.02 -0.20 0.37
H 3.173 2.697 -7.559 -0.25 -0.09 0.07
Si -0.686 0.391 -2.549 0.62 -0.43 -1.00
Cl 1.047 -2.042 4.945 0.76 -1.32 1.10
C -2.488 0.038 -2.921 -0.09 -0.06 0.03
C -0.331 2.210 -2.810 -0.01 0.24 0.12
C -0.143 -0.287 -0.916 -0.23 0.32 0.00
H -2.718 0.165 -3.989 0.12 0.03 0.26
H -3.141 0.715 -2.352 0.07 -0.16 -0.08
H -2.742 -0.995 -2.647 0.03 0.22 -0.04
H -0.310 -1.369 -0.890 -0.01 0.16 0.00
H -0.689 0.165 -0.085 0.07 -0.13 0.15
H 0.924 -0.119 -0.742 -0.13 0.01 -0.01
H -0.487 2.500 -3.861 0.00 -0.13 0.28
H 0.708 2.457 -2.548 -0.20 -0.02 -0.03
H -1.003 2.820 -2.189 0.19 -0.01 -0.13
N -2.858 0.529 6.591 -0.32 0.01 0.12
C -2.291 0.285 5.384 1.38 0.39 1.51
N -0.968 0.315 5.500 -1.24 0.11 0.15
C -0.633 0.586 6.826 -1.59 0.10 0.51
C 0.573 0.744 7.508 0.12 0.07 0.02
C 0.528 1.073 8.867 -0.08 -0.14 -0.43
C -0.691 1.220 9.551 -0.56 -0.13 -0.42
C -1.913 1.038 8.882 0.34 0.12 0.53
C -1.854 0.729 7.533 0.52 -0.04 -0.49
H -3.849 0.552 6.774 0.14 0.00 -0.03
H -2.854 0.088 4.487 0.19 0.00 -0.03
H 1.495 0.630 6.946 -0.02 0.03 0.31
H 1.459 1.220 9.417 -0.25 -0.08 -0.23
H -0.682 1.476 10.611 -0.06 -0.09 -0.33
H -2.880 1.131 9.374 0.32 0.05 0.07
```
Positions in Å, forces in eV/Å.

***

C13H14F2N2O2 in the gas phase. Source: the OMol25 dataset; level of theory: ωB97M-V/def2-TZVPD.

Relative energy (zero: lowest compared OMol25 entry of this formula, charge and spin) ... 0.000 eV
F_max ... 3.398 eV Å⁻¹
HOMO energy ... -8.270 eV
Structure (SMILES) ... CC(C)(O)Cn1cc(-c2cc(F)c(O)cc2F)cn1

```
33
Properties=species:S:1:pos:R:3:forces:R:3
F -3.932 -0.460 -4.413 0.39 0.54 0.12
F -0.231 2.632 -1.750 -0.18 -0.85 0.07
N -0.685 -1.288 1.320 0.68 0.52 -0.55
O -2.946 1.847 -5.543 -0.03 0.21 0.26
O 1.343 -2.104 3.228 0.09 -0.21 0.59
C -1.326 -1.213 0.152 1.72 2.93 0.06
C -1.001 0.052 -0.532 -0.11 -0.63 0.89
C -0.118 0.693 0.340 -0.34 -1.64 0.34
C -1.523 2.211 -3.621 -0.48 -0.47 -0.29
C -2.437 -0.226 -2.558 -0.91 0.87 -0.97
C -3.007 0.283 -3.740 1.33 -0.29 1.05
C -1.075 1.776 -2.387 -1.04 -0.24 -0.66
C -2.515 1.467 -4.302 0.00 -0.24 -0.24
C -1.530 0.559 -1.838 1.06 -0.32 1.18
N 0.096 -0.160 1.417 -0.56 0.95 -1.14
C 2.879 -1.300 1.613 0.47 0.75 0.12
C 2.923 -0.509 4.021 -0.88 0.15 0.20
C 0.985 0.142 2.572 -0.46 0.42 -0.22
C 2.044 -0.915 2.850 -0.54 -1.45 -0.85
H -3.693 1.290 -5.820 0.34 0.10 0.20
H 0.662 -2.293 2.563 0.05 0.13 0.10
H -1.948 -1.979 -0.228 -0.46 -0.68 0.12
H 0.351 1.665 0.249 0.03 -0.33 0.19
H -1.060 3.107 -4.033 -0.44 -0.19 -0.09
H -2.787 -1.205 -2.219 0.23 0.45 0.07
H 3.273 -0.413 1.098 0.12 -0.15 0.16
H 3.705 -1.939 1.937 0.00 0.20 0.01
H 2.342 -1.876 0.871 -0.52 -0.02 -0.01
H 3.523 -1.371 4.326 -0.19 0.15 0.10
H 2.252 -0.163 4.847 0.80 -0.32 -0.46
H 3.591 0.291 3.712 0.07 0.17 0.11
H 0.352 0.291 3.453 0.10 -0.31 0.01
H 1.490 1.107 2.419 -0.34 -0.18 -0.50
```
Positions in Å, forces in eV/Å.

***

A molecular structure, C42H42ClO8P2S3W. Source: the OMol25 dataset; level of theory: ωB97M-V/def2-TZVPD.

Net charge ... +2
Relative energy (zero: lowest compared OMol25 entry of this formula, charge and spin) ... 0.596 eV
F_max ... 1.390 eV Å⁻¹
HOMO energy (spin up / spin down) ... -13.761 / -13.801 eV
Multiplicity ... 2
<S²> ... 0.757

```
99
Properties=species:S:1:pos:R:3:forces:R:3
W -0.297 0.464 -0.263 0.51 0.27 -0.52
O -1.166 -2.352 -2.254 0.24 0.49 -0.17
C -0.413 -1.430 -2.348 -0.17 0.47 0.14
O -0.801 -0.113 -2.063 -0.14 -1.11 0.83
C 1.070 -1.518 -2.643 0.09 -0.17 -0.02
C 1.684 -0.129 -2.770 0.00 0.16 -0.10
C 3.139 -0.172 -3.208 -0.02 -0.02 0.03
C 3.853 -0.676 -1.934 0.02 -0.04 -0.01
C 2.690 -0.884 -0.983 0.02 0.00 0.19
O 1.788 0.224 -1.334 -0.02 0.12 -0.02
C 1.833 -2.086 -1.383 -0.03 -0.13 -0.13
C 0.914 -2.385 -0.219 0.11 0.05 0.16
O 0.676 -3.466 0.222 0.02 0.05 0.00
O 0.460 -1.242 0.356 -0.27 -0.11 -0.11
H 1.228 -2.152 -3.514 -0.04 0.00 0.01
H 1.066 0.612 -3.268 0.02 -0.06 0.02
H 3.485 0.819 -3.491 -0.02 0.01 -0.01
H 3.270 -0.833 -4.062 0.00 -0.01 -0.02
H 4.548 0.068 -1.550 0.00 -0.01 0.02
H 4.403 -1.605 -2.084 0.00 0.02 0.01
H 2.918 -0.835 0.080 0.01 0.00 -0.04
H 2.415 -2.974 -1.616 -0.04 0.02 -0.01
C -1.205 6.403 1.639 0.01 -0.04 -0.01
C -1.866 5.422 0.708 -0.04 -0.08 0.02
O -0.812 4.593 0.123 0.08 0.04 -0.22
P -1.127 3.512 -0.979 -0.30 0.10 0.16
S 0.600 2.581 -1.357 -0.16 -0.23 0.08
S -2.316 2.053 -0.335 0.16 -0.07 -0.13
O -1.816 4.202 -2.195 0.06 0.13 -0.02
C -1.211 5.331 -2.925 -0.06 -0.05 0.11
C -0.700 4.853 -4.257 0.01 0.01 0.00
H -1.966 7.020 2.114 -0.03 0.03 0.01
H -0.521 7.055 1.099 0.01 0.01 -0.02
H -0.657 5.876 2.419 0.00 -0.01 0.02
H -2.408 5.913 -0.102 0.01 0.02 0.03
H -2.547 4.752 1.239 0.00 0.05 -0.02
H -0.425 5.762 -2.303 0.00 0.03 -0.04
H -2.021 6.050 -3.024 0.04 0.02 -0.02
H 0.104 4.128 -4.133 0.02 -0.01 0.00
H -0.312 5.704 -4.816 0.01 0.01 -0.02
H -1.501 4.397 -4.836 -0.02 0.00 -0.01
Cl -0.352 -0.803 3.455 0.00 0.07 -0.10
C 1.381 -0.752 3.422 -0.11 -0.18 0.16
C 2.049 -1.728 4.138 0.25 -0.04 0.03
C 3.437 -1.696 4.213 -0.19 -0.01 -0.01
C 4.136 -0.675 3.596 -0.06 0.13 -0.09
C 3.450 0.298 2.878 0.19 -0.05 0.02
C 2.062 0.263 2.755 0.00 0.14 -0.14
P 1.150 1.528 1.807 -0.18 -0.19 -0.09
C 2.378 2.709 1.197 0.07 -0.01 0.06
C 3.435 2.291 0.388 0.03 0.08 -0.04
C 4.293 3.215 -0.181 -0.02 0.00 0.03
C 4.099 4.572 0.045 0.02 0.01 0.00
C 3.053 4.995 0.850 0.03 0.00 -0.01
C 2.196 4.069 1.427 -0.03 0.03 -0.01
C 0.247 2.456 3.073 -0.04 -0.11 -0.02
C -1.104 2.753 2.956 -0.06 -0.05 -0.08
C -1.741 3.475 3.955 0.03 0.01 0.07
C -1.028 3.896 5.069 -0.05 0.00 -0.04
C 0.323 3.597 5.188 0.03 -0.01 -0.01
C 0.963 2.876 4.193 -0.08 -0.01 0.06
H 1.486 -2.498 4.645 -0.03 -0.01 0.00
H 3.962 -2.457 4.774 -0.01 -0.03 0.02
H 5.213 -0.621 3.679 0.01 0.02 -0.01
H 4.010 1.106 2.430 0.01 -0.01 0.00
H 3.595 1.242 0.200 0.01 -0.07 0.00
H 5.117 2.878 -0.795 0.03 0.01 -0.02
H 4.771 5.296 -0.395 0.01 0.01 -0.02
H 2.905 6.050 1.038 0.00 0.02 0.00
H 1.378 4.415 2.045 0.03 0.00 -0.04
H -1.659 2.421 2.084 0.07 0.05 0.17
H -2.795 3.705 3.870 -0.03 0.01 -0.01
H -1.525 4.456 5.850 -0.02 0.01 0.02
H 0.877 3.922 6.057 0.01 0.01 0.02
H 2.016 2.643 4.290 0.02 -0.01 0.01
O -1.805 -0.335 0.719 -0.25 -0.04 -0.14
S -2.964 -1.388 0.392 0.23 0.28 -0.02
C -2.793 -2.640 1.600 -0.13 0.01 0.00
C -2.226 -3.817 1.127 0.02 -0.05 0.12
C -2.048 -4.871 2.012 0.01 0.04 -0.10
C -2.456 -4.739 3.328 -0.02 -0.01 0.04
C -3.053 -3.563 3.779 -0.02 0.03 0.01
C -3.233 -2.502 2.916 0.08 -0.07 0.01
C -4.394 -0.476 0.871 0.06 0.01 0.02
C -5.549 -0.734 0.148 -0.03 0.01 0.04
C -6.710 -0.056 0.493 0.01 -0.03 -0.03
C -6.690 0.868 1.526 0.00 0.00 -0.01
C -5.516 1.127 2.225 0.04 0.01 0.02
C -4.350 0.455 1.902 -0.10 0.00 -0.02
H -1.934 -3.908 0.091 0.08 0.00 -0.09
H -1.600 -5.791 1.666 0.00 -0.01 -0.01
H -2.329 -5.568 4.011 0.00 -0.01 0.02
H -3.390 -3.483 4.803 0.00 -0.01 0.02
H -3.720 -1.600 3.256 -0.01 0.04 0.01
H -5.546 -1.448 -0.665 0.00 -0.02 -0.03
H -7.623 -0.243 -0.053 -0.01 0.00 -0.01
H -7.596 1.398 1.786 -0.02 0.02 0.01
H -5.511 1.852 3.027 -0.01 0.02 0.02
H -3.427 0.656 2.428 0.04 0.00 0.02
```
Positions in Å, forces in eV/Å.

***

C5H9NO in the gas phase. Source: the OMol25 dataset; level of theory: ωB97M-V/def2-TZVPD.

Relative energy (zero: lowest compared OMol25 entry of this formula, charge and spin) ... 1.108 eV
F_max ... 0.461 eV Å⁻¹
HOMO energy ... -9.645 eV
Structure (SMILES) ... CC/C(C)=N\C=O

```
16
Properties=species:S:1:pos:R:3:forces:R:3
C 1.606 -0.653 -0.996 0.00 0.07 -0.07
C 0.685 -0.009 0.001 0.05 0.20 0.09
C -1.689 -0.237 -0.621 0.01 0.07 -0.04
C -0.593 -0.763 0.315 -0.06 0.02 0.11
O 0.201 1.181 2.616 0.04 0.24 -0.24
C 0.356 1.728 1.545 -0.15 -0.14 0.40
N 1.002 1.143 0.462 -0.17 -0.42 -0.05
H 2.281 0.101 -1.407 -0.05 -0.24 0.03
H 1.052 -1.160 -1.798 0.13 0.16 0.21
H 2.192 -1.420 -0.467 -0.11 0.15 -0.14
H -2.588 -0.870 -0.652 0.36 0.14 0.12
H -1.976 0.765 -0.291 -0.08 -0.07 -0.14
H -1.282 -0.153 -1.631 -0.23 -0.01 -0.07
H -0.881 -0.610 1.353 0.05 -0.04 0.02
H -0.441 -1.837 0.162 0.10 0.17 -0.03
H 0.076 2.794 1.411 0.11 -0.32 -0.20
```
Positions in Å, forces in eV/Å.

***

C6H9N in the gas phase. Source: the OMol25 dataset; level of theory: ωB97M-V/def2-TZVPD.

Relative energy (zero: lowest compared OMol25 entry of this formula, charge and spin) ... 6.070 eV
F_max ... 2.121 eV Å⁻¹
HOMO energy ... -8.014 eV
Structure (SMILES) ... C=C(C)CN1C=C1

```
16
Properties=species:S:1:pos:R:3:forces:R:3
C 1.399 1.350 -0.173 0.82 0.62 -0.92
C 0.726 0.887 -1.166 1.25 1.04 -1.36
N 1.748 -0.016 -0.545 -0.16 -0.40 -0.16
C 0.865 -1.053 0.021 -0.41 -0.28 0.22
C -0.523 -0.420 0.007 -0.70 -1.34 1.43
C -0.713 0.512 1.158 -0.02 0.16 0.38
C -1.612 -0.959 -0.541 -0.10 -0.29 -0.02
H 0.204 1.129 1.204 -0.61 -0.07 0.76
H 1.976 2.201 0.128 -0.11 0.02 0.58
H 0.418 1.070 -2.166 -0.28 0.06 -0.38
H 1.151 -1.388 1.028 0.03 0.08 -0.12
H 0.937 -1.903 -0.669 -0.15 0.11 0.20
H -1.595 1.157 1.086 0.16 -0.07 -0.05
H -0.810 -0.142 2.038 0.04 0.40 -0.02
H -1.595 -1.974 -0.914 0.05 0.15 -0.71
H -2.576 -0.450 -0.496 0.19 -0.20 0.18
```
Positions in Å, forces in eV/Å.

***

| no. | electronic energy (eV) |
| --- | --- |
| 1 | -89238.6407 |
| 2 | -26217.6792 |
| 3 | -126038.1692 |
| 4 | -8868.1044 |
| 5 | -7852.0892 |